[1]
This record from the OMol25 dataset describes a structure of composition C36H59MgN4P2Si2Te. The level of theory is ωB97M-V/def2-TZVPD.

Output
Orbital gap: 8.29 eV
E_HOMO: -10.57 eV
E_tot: -91317.732 eV
Total charge: +1

Atoms and positions in Å:
Mg1 0.487 0.861 0.153
C1 -0.686 0.288 4.094
P1 -0.263 -0.317 2.408
C2 -1.676 -1.357 1.935
C3 -2.952 -1.215 2.467
C4 -3.986 -2.014 2.007
C5 -3.757 -2.954 1.017
C6 -2.495 -3.076 0.456
C7 -1.466 -2.271 0.902
C8 0.997 -1.571 2.834
C9 0.706 -2.903 3.112
C10 1.720 -3.780 3.457
C11 3.031 -3.339 3.536
C12 3.329 -2.012 3.267
C13 2.318 -1.137 2.907
H1 -1.438 1.075 4.036
H2 0.214 0.711 4.538
H3 -1.042 -0.531 4.719
H4 -3.147 -0.482 3.236
H5 -4.972 -1.899 2.429
H6 -4.562 -3.581 0.674
H7 -2.320 -3.789 -0.336
H8 -0.482 -2.352 0.455
H9 -0.311 -3.263 3.053
H10 1.482 -4.810 3.676
H11 3.817 -4.024 3.812
H12 4.347 -1.661 3.344
H13 2.553 -0.103 2.668
C14 2.218 3.316 4.676
N1 2.461 3.629 3.284
C15 3.787 3.216 2.874
C16 1.438 3.094 2.414
C17 1.561 3.594 0.995
C18 1.878 4.930 0.770
C19 1.984 5.415 -0.520
C20 1.770 4.566 -1.592
C21 1.455 3.236 -1.357
C22 1.341 2.718 -0.068
H14 2.930 3.860 5.294
H15 2.336 2.240 4.897
H16 1.211 3.626 4.956
H17 4.528 3.783 3.433
H18 3.912 3.426 1.814
H19 3.963 2.140 3.045
H20 0.467 3.404 2.822
H21 1.457 1.972 2.392
H22 2.039 5.584 1.615
H23 2.232 6.453 -0.691
H24 1.842 4.938 -2.606
H25 1.311 2.580 -2.215
C23 4.030 -3.881 -0.664
N2 4.560 -2.552 -0.922
C24 4.644 -2.345 -2.358
N3 3.364 -2.525 -3.022
C25 2.876 -3.863 -2.738
N4 2.749 -4.114 -1.312
C26 1.695 -3.330 -0.723
P2 1.988 -1.465 -0.820
C27 3.789 -1.525 -0.266
C28 2.415 -1.499 -2.662
H26 3.911 -4.013 0.415
H27 4.747 -4.614 -1.044
H28 5.342 -3.082 -2.766
H29 5.015 -1.337 -2.559
H30 3.582 -4.586 -3.157
H31 1.904 -4.007 -3.218
H32 1.590 -3.621 0.329
H33 0.760 -3.554 -1.253
H34 3.818 -1.698 0.816
H35 4.235 -0.543 -0.474
H36 2.831 -0.522 -2.942
H37 1.486 -1.663 -3.225
C29 -2.602 -3.054 -3.425
Si1 -3.613 -1.437 -3.505
C30 -3.059 -0.400 -5.007
C31 -5.479 -1.803 -3.525
C32 -3.222 -0.448 -1.916
Te1 -1.229 0.387 -2.010
C33 -1.937 2.406 -2.268
Si2 -3.004 3.238 -0.899
C34 -4.831 2.683 -1.011
C35 -2.815 5.110 -1.196
C36 -2.306 2.774 0.823
H38 -2.529 -3.513 -4.405
H39 -3.075 -3.777 -2.769
H40 -1.591 -2.875 -3.065
H41 -3.196 -0.950 -5.932
H42 -2.005 -0.133 -4.933
H43 -3.628 0.521 -5.090
H44 -5.742 -2.438 -4.364
H45 -6.063 -0.892 -3.608
H46 -5.786 -2.312 -2.617
H47 -3.304 -1.058 -1.023
H48 -3.890 0.396 -1.811
H49 -2.478 2.407 -3.213
H50 -1.039 3.003 -2.411
H51 -5.113 2.427 -2.028
H52 -5.488 3.485 -0.693
H53 -5.047 1.827 -0.376
H54 -3.148 5.385 -2.193
H55 -1.779 5.419 -1.098
H56 -3.396 5.690 -0.486
H57 -2.127 1.701 0.921
H58 -3.005 3.050 1.606
H59 -1.373 3.303 1.003

***

[2]
This record from the OMol25 dataset describes a structure of composition C8H9IN2O at a distorted geometry. The level of theory is ωB97M-V/def2-TZVPD.

Output
Orbital gap (spin up / spin down): 7.81 / 7.46 eV
E_HOMO (spin up / spin down): -8.40 / -8.46 eV
E_tot: -21563.770 eV
Total charge: 0

Atoms and positions in Å:
C1 -2.077 -0.289 1.104
C2 -2.668 0.959 1.183
C3 -0.924 -0.463 0.215
C4 -0.654 0.604 -0.908
C5 -2.417 2.017 0.247
C6 0.072 0.441 -1.995
C7 0.037 -1.291 0.508
C8 3.418 -1.743 0.286
N1 -1.547 1.715 -0.765
N2 2.560 -0.847 -0.428
O1 -3.014 3.057 0.178
I1 2.691 1.030 0.144
H1 -2.312 -1.072 1.839
H2 -3.533 1.041 1.870
H3 0.400 1.108 -2.832
H4 0.592 -0.536 -1.937
H5 0.115 -1.993 1.243
H6 4.450 -1.342 0.477
H7 3.103 -2.104 1.266
H8 3.428 -2.708 -0.234
H9 -1.720 2.417 -1.461

***

[3]
This record from the OMol25 dataset describes a structure of composition C33H17AsCl5CoF9O6PS at a distorted geometry. The level of theory is ωB97M-V/def2-TZVPD.

Output
Orbital gap (spin up / spin down): 8.03 / 8.04 eV
E_HOMO (spin up / spin down): -9.62 / -9.62 eV
E_tot: -252442.723 eV
Total charge: 0

Atoms and positions in Å:
Co1 0.401 0.532 -1.402
O1 -0.813 4.181 0.669
As1 0.538 3.166 0.204
O2 1.495 2.947 1.490
O3 -0.365 1.819 -0.384
C1 1.145 4.071 -1.412
C2 0.712 5.380 -1.598
C3 0.912 6.032 -2.806
C4 1.527 5.373 -3.860
C5 1.975 4.073 -3.688
C6 1.794 3.436 -2.471
S1 2.457 1.800 -2.342
O4 2.280 1.406 -0.921
O5 3.776 1.807 -2.871
O6 1.462 0.929 -3.063
H1 -1.561 4.012 0.079
H2 0.208 5.892 -0.789
H3 0.579 7.054 -2.924
H4 1.670 5.871 -4.809
H5 2.488 3.559 -4.490
Cl1 0.734 -2.025 -2.506
C7 -0.732 -1.262 -3.054
C8 -1.041 -0.042 -2.472
C9 -2.160 0.626 -2.956
Cl2 -2.606 2.191 -2.375
C10 -2.971 0.041 -3.937
Cl3 -4.365 0.863 -4.516
C11 -2.659 -1.215 -4.455
Cl4 -3.673 -1.947 -5.633
C12 -1.517 -1.879 -4.016
Cl5 -1.100 -3.425 -4.635
F1 -3.778 -5.925 2.094
C13 -3.163 -5.890 0.897
F2 -4.107 -6.026 -0.044
F3 -2.368 -6.974 0.833
C14 -2.369 -4.623 0.732
C15 -2.730 -3.675 -0.208
C16 -1.980 -2.513 -0.334
C17 -0.864 -2.306 0.468
C18 -0.537 -3.253 1.442
C19 -1.278 -4.411 1.566
P1 0.059 -0.736 0.451
C20 -0.753 0.121 1.825
C21 -0.221 0.175 3.107
C22 -0.932 0.793 4.123
C23 -2.177 1.340 3.859
C24 -2.723 1.276 2.585
C25 -2.009 0.670 1.569
C26 -2.935 1.982 4.988
F4 -2.168 2.855 5.663
F5 -3.356 1.061 5.879
F6 -4.021 2.645 4.559
C27 1.768 -1.106 0.904
C28 2.331 -2.347 0.596
C29 3.670 -2.577 0.841
C30 4.451 -1.563 1.384
C31 3.909 -0.319 1.658
C32 2.565 -0.081 1.409
C33 5.907 -1.845 1.635
F7 6.064 -2.958 2.379
F8 6.570 -2.050 0.483
F9 6.518 -0.842 2.279
H6 -3.591 -3.836 -0.841
H7 -2.287 -1.768 -1.047
H8 0.305 -3.088 2.102
H9 -1.014 -5.149 2.311
H10 0.746 -0.254 3.325
H11 -0.512 0.853 5.118
H12 -3.694 1.709 2.387
H13 -2.422 0.649 0.568
H14 1.725 -3.139 0.175
H15 4.109 -3.539 0.615
H16 4.529 0.475 2.049
H17 2.172 0.920 1.564